1.
# C64H160N20O18P6

A cluster of 13 separate species, C64H160N20O18P6 in total in a non-equilibrium geometry (ωB97M-V/def2-TZVPD, OMol25).

**Net charge**: 0
**Spin multiplicity**: 1
**Frontier orbital gap**: 8.08 eV
**Energy above the lowest of the compared OMol25 structures with the same formula, charge and spin**: 124.94 kcal per mole

Positions of all 268 atoms, in Å:
O1 5.486026 -3.745039 -1.401064
P1 4.807226 -3.256229 -2.673404
N1 5.800266 -3.163359 -4.053874
C1 6.886036 -2.078229 -3.990504
C2 6.293336 -4.247909 -4.823984
N2 4.077386 -1.763819 -2.783984
C3 3.616416 -1.106549 -3.973084
C4 3.607456 -1.110479 -1.492954
N3 3.413106 -4.135459 -3.216664
C5 2.473156 -4.718349 -2.152564
C6 2.900736 -4.015429 -4.647644
H1 6.834876 -1.360009 -3.172194
H2 6.788026 -1.474269 -4.892574
H3 7.860766 -2.561449 -4.057694
H4 7.053826 -4.770849 -4.244084
H5 6.847416 -3.865409 -5.681174
H6 5.501836 -4.907209 -5.180294
H7 3.692326 -0.038549 -3.768834
H8 4.155186 -1.408849 -4.871104
H9 2.551946 -1.270769 -4.140484
H10 3.754746 -1.755879 -0.627014
H11 4.174776 -0.187289 -1.374704
H12 2.562346 -0.850429 -1.660914
H13 2.987676 -5.466799 -1.549914
H14 2.011616 -3.923169 -1.567094
H15 1.681536 -5.192369 -2.732864
H16 3.691316 -3.612389 -5.280614
H17 2.087326 -3.290429 -4.676554
H18 2.644256 -5.009779 -5.013154
O2 -2.270534 6.621271 -4.094834
P2 -1.383534 6.982251 -2.947034
N4 -0.006974 5.988951 -2.811764
C7 -0.127014 4.776361 -1.942384
C8 0.851926 5.843781 -3.968244
N5 -2.060394 6.871731 -1.352274
C9 -1.431434 7.246621 -0.035344
C10 -3.345044 6.211781 -1.236974
N6 -0.721584 8.601231 -3.109384
C11 0.350196 8.984141 -2.221284
C12 -1.462874 9.633581 -3.739024
H19 0.680676 4.080911 -2.170614
H20 -1.033034 4.209071 -2.155474
H21 0.002066 5.041351 -0.892994
H22 0.844226 6.732101 -4.599844
H23 0.550286 5.006231 -4.597224
H24 1.828796 5.597301 -3.552204
H25 -0.610274 6.568511 0.196956
H26 -1.114574 8.289311 -0.057554
H27 -2.193264 7.310491 0.741596
H28 -3.464114 5.437011 -1.994374
H29 -3.518914 5.836481 -0.228504
H30 -4.135674 6.943721 -1.402054
H31 0.836626 8.102131 -1.804694
H32 1.221306 9.307311 -2.791224
H33 0.014766 9.567621 -1.363884
H34 -1.234204 9.647581 -4.804674
H35 -1.036004 10.609131 -3.506254
H36 -2.505524 9.730991 -3.436574
O3 2.170566 -2.435709 -7.912214
P3 1.538606 -1.512309 -8.825934
N7 0.984726 -0.176239 -7.886274
C13 0.135166 0.879301 -8.478464
C14 1.409366 0.008581 -6.408794
N8 0.055216 -2.012449 -9.515974
C15 -0.383224 -3.398529 -9.061094
C16 -0.251384 -1.786509 -11.018884
N9 2.472146 -0.835759 -10.120694
C17 3.226666 -1.741689 -10.974604
C18 2.656296 0.591451 -10.294614
H37 -0.569034 1.128021 -7.684534
H38 -0.426704 0.521941 -9.341424
H39 0.689386 1.810781 -8.593684
H40 2.494576 0.073191 -6.487794
H41 1.234206 -0.892949 -5.821714
H42 1.215296 0.949691 -5.894254
H43 0.239606 -4.220379 -9.414284
H44 -0.566884 -3.546819 -7.996964
H45 -1.359234 -3.804469 -9.326984
H46 -1.197084 -2.062989 -11.485044
H47 -0.355234 -0.703429 -11.084074
H48 0.516886 -2.097149 -11.726954
H49 2.876426 -2.758789 -10.798704
H50 3.174466 -1.400049 -12.008364
H51 4.254026 -1.700969 -10.612714
H52 2.860656 1.036961 -9.321034
H53 1.716756 0.927171 -10.733544
H54 3.581226 0.687251 -10.863334
O4 -3.716944 -5.195549 -3.056474
P4 -3.499854 -3.728699 -3.400364
N10 -1.981964 -3.249479 -3.994434
C19 -0.718374 -3.324399 -3.182994
C20 -1.604684 -3.437439 -5.407914
N11 -3.722364 -2.688549 -2.036974
C21 -3.207174 -3.088769 -0.699914
C22 -3.559384 -1.295589 -2.251134
N12 -4.638404 -3.066359 -4.462644
C23 -5.923234 -3.703739 -4.791464
C24 -4.466254 -1.852679 -5.362704
H55 0.031276 -2.734489 -3.710374
H56 -0.328604 -4.342299 -3.176494
H57 -0.870264 -2.989139 -2.157014
H58 -1.601094 -4.519779 -5.536854
H59 -0.601124 -3.128569 -5.700444
H60 -2.382054 -3.056649 -6.070334
H61 -3.831444 -2.621559 0.061736
H62 -3.367544 -4.158489 -0.565414
H63 -2.175484 -2.759679 -0.575754
H64 -4.292064 -0.934899 -2.973064
H65 -3.728464 -0.744459 -1.326054
H66 -2.516984 -1.150009 -2.534514
H67 -6.012784 -4.506729 -4.059834
H68 -6.804984 -3.066139 -4.855324
H69 -5.773964 -4.262009 -5.715664
H70 -5.387214 -1.288989 -5.213774
H71 -4.340624 -2.171349 -6.397484
H72 -3.731054 -1.124489 -5.020194
O5 4.214356 -7.608519 4.913776
P5 4.310596 -6.387269 4.130346
N13 4.205046 -6.726589 2.413696
C25 4.419016 -5.716829 1.370386
C26 3.664566 -8.080769 1.909806
N14 5.781656 -5.545249 4.267556
C27 7.034686 -6.268779 4.021306
C28 5.853096 -4.583959 5.389916
N15 3.063846 -5.289899 4.381326
C29 3.075426 -3.982619 3.695486
C30 1.936266 -5.635779 5.227096
H73 3.575586 -5.131739 1.003796
H74 4.731276 -6.126779 0.409896
H75 5.340196 -5.232819 1.694816
H76 3.580626 -8.824919 2.701816
H77 4.207296 -8.508089 1.066626
H78 2.621216 -7.847669 1.697246
H79 7.907546 -5.836209 3.532336
H80 7.431096 -6.746069 4.917506
H81 6.933886 -7.031069 3.248746
H82 5.585576 -3.556219 5.144386
H83 5.194806 -4.811629 6.228326
H84 6.877856 -4.530609 5.757496
H85 2.343976 -3.685069 2.944126
H86 3.291246 -3.191909 4.414016
H87 4.065416 -3.832709 3.264716
H88 1.283946 -4.776499 5.382726
H89 2.284566 -5.964329 6.206306
H90 1.231926 -6.347629 4.796676
O6 -7.189744 1.611981 2.546816
P6 -6.171934 1.723151 3.625196
N16 -6.264794 3.206891 4.337296
C31 -5.655014 4.451781 3.794326
C32 -7.182944 3.447861 5.432656
N17 -4.526624 1.566841 3.206666
C33 -4.056274 1.094371 1.902406
C34 -3.404184 1.796341 4.206276
N18 -6.436224 0.568701 4.854216
C35 -5.837524 0.510371 6.168466
C36 -7.310494 -0.550999 4.653916
H91 -4.886714 4.810931 4.479026
H92 -6.413234 5.178921 3.503696
H93 -5.173984 4.156011 2.861996
H94 -7.766984 4.292541 5.067246
H95 -6.645894 3.614721 6.366376
H96 -7.821124 2.615441 5.729146
H97 -3.025614 1.438761 1.817346
H98 -3.974564 0.009451 1.968446
H99 -4.561014 1.229291 0.945766
H100 -3.824224 1.673431 5.204556
H101 -2.584304 1.110641 3.992446
H102 -2.920194 2.766571 4.094406
H103 -4.993334 -0.172109 6.070156
H104 -5.441334 1.480771 6.467546
H105 -6.528964 0.284651 6.980296
H106 -8.282114 -0.057879 4.683656
H107 -7.298704 -1.280389 5.463816
H108 -7.029364 -1.058809 3.731316
O7 0.913716 -0.418949 5.529206
C37 2.099456 -0.017719 5.336136
O8 3.136476 -0.679579 5.846906
C38 4.303416 -0.075539 5.337816
C39 3.989996 0.745391 4.161296
C40 2.541876 1.143451 4.428186
H109 5.033866 -0.850949 5.106986
H110 4.654466 0.448321 6.226886
H111 4.007536 0.224281 3.204096
H112 4.569826 1.667791 4.128466
H113 1.802556 1.084241 3.629426
H114 2.516226 2.013191 5.084706
O9 0.555276 2.015381 2.019856
C41 0.063486 1.019451 1.443356
O10 -0.209104 0.952101 0.057196
C42 -0.327084 -0.431959 -0.396654
C43 0.486586 -1.148629 0.775426
C44 0.027736 -0.396009 1.971096
H115 0.225416 -0.518669 -1.332234
H116 -1.377424 -0.685149 -0.540844
H117 1.561946 -1.051859 0.625986
H118 0.316146 -2.223989 0.826936
H119 0.571996 -0.736239 2.852076
H120 -1.044774 -0.440379 2.160416
O11 -1.581894 -7.766179 3.932526
C45 -1.748614 -7.712479 2.708376
O12 -2.602614 -8.556169 2.060716
C46 -2.849334 -8.048899 0.743346
C47 -1.962394 -6.787389 0.573046
C48 -0.995714 -6.974169 1.657956
H121 -3.915404 -7.824819 0.706336
H122 -2.533834 -8.805349 0.024766
H123 -2.736074 -6.019599 0.574796
H124 -1.580324 -6.772599 -0.447694
H125 -0.597004 -6.055009 2.087226
H126 -0.166474 -7.580039 1.292716
O13 -2.770154 0.768931 7.678596
C49 -2.751064 2.040121 7.616656
O14 -3.806054 2.714611 7.822726
C50 -3.640984 4.084821 7.652986
C51 -2.112454 4.201421 7.909496
C52 -1.500744 2.934961 7.424316
H127 -4.142164 4.688291 8.409786
H128 -4.033394 4.395261 6.684626
H129 -2.033704 4.501081 8.954536
H130 -1.746774 5.130451 7.472136
H131 -0.652764 2.622351 8.033656
H132 -1.197134 2.855001 6.380516
O15 -2.051144 -4.138729 1.900706
C53 -2.111984 -3.556049 2.974126
O16 -1.516264 -2.509209 3.355406
C54 -1.542804 -2.249759 4.765116
C55 -2.276014 -3.312109 5.374256
C56 -2.785144 -4.221779 4.193196
H133 -2.075754 -1.344509 5.055946
H134 -0.511934 -2.230689 5.118736
H135 -3.127964 -2.896019 5.911976
H136 -1.648344 -3.859959 6.077106
H137 -3.871584 -4.141319 4.157306
H138 -2.424584 -5.243139 4.071056
C57 0.434226 5.113911 4.451506
C58 -0.843174 4.936281 3.663166
C59 -1.824414 6.127831 3.957066
O17 -2.051994 6.222971 5.370146
C60 -2.973134 7.248291 5.669876
N19 -0.528054 4.848581 2.271406
H139 0.636376 6.174671 4.303086
H140 1.215956 4.556711 3.935246
H141 0.353716 4.981371 5.530426
H142 -1.339424 4.087981 4.134586
H143 -2.751334 5.935671 3.416696
H144 -1.256904 6.949621 3.520376
H145 -2.994544 8.068701 4.952546
H146 -2.874874 7.698811 6.657546
H147 -3.922764 6.718161 5.742416
H148 -1.464524 4.847641 1.893066
H149 -0.102174 3.945131 2.121366
C61 3.985526 3.686611 0.468656
C62 3.664796 5.095181 -0.045854
C63 4.022246 5.994921 1.099996
O18 3.330416 7.251731 0.900046
C64 1.894566 7.261231 1.176206
N20 4.381346 5.320071 -1.287854
H150 3.326506 3.234071 1.209616
H151 5.008596 3.609331 0.836706
H152 3.923136 2.924971 -0.308594
H153 2.618636 5.152381 -0.346504
H154 5.045606 6.369341 1.074426
H155 3.783936 5.631451 2.099596
H156 1.344646 6.514501 0.603416
H157 1.565676 8.231061 0.802896
H158 1.647496 7.267121 2.237816
H159 5.355276 5.155881 -1.076634
H160 4.321306 6.328091 -1.268074

Forces on atoms 1 to 6 (eV/Å):
-2.0 1.4 -2.0
-0.7 -1.5 -1.4
0.2 2.5 1.4
-1.1 -0.7 -0.7
0.6 -0.8 -0.1
1.2 1.1 3.3

Atom charges from the Mulliken analysis, given in e for atoms 1 to 5: O -0.83; P 0.31; N 0.38; C -1.16; C -1.13

2.
# C7H15N3O3

The ion C7H15N3O3 with charge +2 in a non-equilibrium geometry (ωB97M-V/def2-TZVPD, OMol25).

**SMILES**: COC1=[NH+][C@@](CO)(OC)NC(C)=[NH+]1
**Net charge**: +2
**Spin multiplicity**: 1
**Frontier orbital gap**: 8.93 eV

Positions of all 28 atoms, in Å:
C1 3.504589 -1.977376 0.126440
O1 2.113017 -2.031381 0.021581
C2 1.183082 -1.065065 0.027640
N1 -0.077013 -1.347794 0.047756
C3 -1.121997 -0.327164 0.088650
C4 -2.283132 -0.867642 -0.754790
O2 -1.810230 -0.694424 -2.071124
O3 -1.478508 -0.204065 1.602892
C5 -2.705346 0.368952 1.949175
N2 -0.643534 0.935863 -0.327178
C6 0.663926 1.191182 -0.467852
C7 1.223128 2.482034 -0.900914
N3 1.628275 0.223598 -0.163794
H1 3.768563 -1.823163 1.191894
H2 4.078278 -1.381549 -0.677571
H3 3.663998 -2.996330 0.033132
H4 -0.322348 -2.355618 -0.134688
H5 -3.170273 -0.369695 -0.471069
H6 -2.462405 -2.005002 -0.557978
H7 -2.586677 -0.899184 -2.573460
H8 -2.824665 1.496366 1.741433
H9 -2.620284 0.084057 3.007231
H10 -3.481724 -0.213158 1.352492
H11 -1.309614 1.713345 -0.442057
H12 1.795761 2.942854 -0.046976
H13 0.498565 3.151406 -1.332020
H14 1.973581 2.385399 -1.837859
H15 2.619440 0.320581 0.000870

Forces on atoms 1 to 6 (eV/Å):
2.1 1.6 0.5
-5.4 1.6 -0.2
4.0 -1.0 -0.5
-0.2 -0.8 -0.4
-2.1 -1.9 4.2
1.6 -2.0 0.4

Atom charges from the Mulliken analysis, given in e for atoms 1 to 5: C -0.79; O -0.38; C 0.46; N -0.09; C 0.42

3.
# C13H37O9P5S

A cluster of 3 separate species, C13H37O9P5S in total in a non-equilibrium geometry (ωB97M-V/def2-TZVPD, OMol25).

**SMILES**: CP(O)#[PH][PH2]=S.CCOP(=O)(OCC)OCC.CCOP(=O)(OCC)OCC
**Net charge**: 0
**Spin multiplicity**: 1
**Frontier orbital gap**: 6.69 eV

Positions of all 65 atoms, in Å:
C1 3.394534 1.444025 2.058151
P1 2.307995 0.670800 3.411788
O1 3.352858 -0.524786 4.100311
P2 0.670222 -0.467343 2.544815
P3 -1.078148 0.814299 2.184104
S1 -1.436537 0.741178 0.243164
H1 2.840285 2.173759 1.410531
H2 3.814871 0.581484 1.450791
H3 4.204194 2.005524 2.608449
H4 3.472820 -1.172721 3.376819
H5 1.080989 -0.940613 1.241870
H6 -2.175828 0.118093 2.810138
H7 -0.916729 2.144405 2.676824
C2 7.576394 4.298257 -1.403942
C3 6.109047 4.040756 -1.698769
O2 5.934651 3.050138 -2.704138
P4 6.331225 1.483908 -2.346022
O3 5.160946 1.193680 -1.402591
O4 5.668611 0.695680 -3.649182
C4 4.913296 -0.500291 -3.439330
C5 3.428558 -0.207412 -3.555859
O5 7.791115 1.627883 -3.212919
C6 7.884910 1.777660 -4.630905
C7 7.496604 3.145474 -5.157760
H8 8.051534 3.409823 -0.976174
H9 7.688924 5.121789 -0.695896
H10 8.122651 4.545705 -2.315807
H11 5.577729 3.747608 -0.788296
H12 5.648109 4.957777 -2.072182
H13 5.158441 -0.952024 -2.477271
H14 5.206594 -1.220963 -4.207724
H15 3.142634 0.680392 -2.988794
H16 2.833677 -1.051004 -3.199311
H17 3.161561 -0.011111 -4.596736
H18 7.347008 0.989408 -5.156428
H19 8.941843 1.617854 -4.864971
H20 6.417072 3.295371 -5.129469
H21 7.810281 3.248656 -6.199528
H22 7.963815 3.941414 -4.576079
C8 -8.217620 -0.479666 4.342304
C9 -7.060229 -1.460924 4.406203
O6 -6.943061 -2.223235 3.211654
P5 -6.459574 -1.453491 1.828118
O7 -4.994805 -1.244193 2.218813
O8 -6.161267 -2.755006 0.841807
C10 -4.968334 -2.778097 0.051307
C11 -3.946387 -3.710384 0.675343
O9 -8.064064 -1.422594 1.254677
C12 -8.810575 -2.575609 0.862092
C13 -9.290059 -3.448420 2.005628
H23 -8.047711 0.276282 3.569259
H24 -8.343947 0.030827 5.299237
H25 -9.150471 -0.988381 4.093001
H26 -6.121166 -0.937860 4.610045
H27 -7.230042 -2.168992 5.220285
H28 -4.566518 -1.772377 -0.077458
H29 -5.234130 -3.139621 -0.945925
H30 -3.841826 -3.540399 1.748670
H31 -2.966844 -3.585606 0.208976
H32 -4.258053 -4.750579 0.553846
H33 -8.279053 -3.165802 0.116412
H34 -9.693915 -2.182289 0.349728
H35 -8.472920 -4.023007 2.442442
H36 -10.032358 -4.164721 1.644625
H37 -9.743825 -2.850389 2.797242

Forces on atoms 1 to 6 (eV/Å):
0.2 -0.9 0.1
0.9 0.9 0.9
-1.3 0.7 -2.0
0.7 -1.2 0.3
-0.4 -0.5 -2.0
0.0 0.3 0.4

Atom charges from the Mulliken analysis, given in e for atoms 1 to 5: C -0.68; P 0.10; O -0.46; P -0.07; P 0.17